1.
DFT (ωB97M-V with the def2-TZVPD basis set) results for a 2-piece molecular cluster, C4H6I2O overall.

```
13
Properties=species:S:1:pos:R:3:mulliken_charge:R:1
C 0.88218 0.36284 -0.46893 -0.36
C -0.48369 -0.18063 -0.56294 0.19
C 0.33286 1.34764 0.54837 -0.19
C -0.92347 -1.61748 -0.15643 -1.12
O -0.90707 0.80739 0.52440 -0.28
I 0.60072 3.40324 0.28724 0.17
I 1.62645 0.84398 3.14217 -0.24
H 1.63908 -0.33286 -0.17575 0.26
H 1.17027 0.87792 -1.37700 0.28
H -1.06425 0.01377 -1.42927 0.34
H -1.95429 -1.66125 -0.55750 0.32
H -0.83124 -1.79426 0.87136 0.32
H -0.08754 -2.07029 -0.64573 0.33
```

Computed properties:
Net charge: 0
HOMO (alpha / beta), eV: -8.479 / -8.448
Molecular weight, g/mol: 323.9
E, a.u.: -826.53537
Energy above the lowest of the compared OMol25 structures with the same formula, charge and spin, kcal per mole: 44.97

***

2.
DFT (ωB97M-V with the def2-TZVPD basis set) results for C42H46AsCrN3O7S3 as an isolated structure.

```
103
Properties=species:S:1:pos:R:3:lowdin_spin:R:1
Cr -0.03673 1.95180 0.74829 2.87
O 2.27182 -0.33292 -0.11941 0.00
S 2.08107 1.11019 -0.49197 0.01
O 0.63543 1.26680 -1.03568 0.01
O 1.89378 1.87313 0.86116 0.02
C -0.90799 -0.69760 0.20707 0.02
C -0.56164 -2.13386 0.05361 0.00
C -1.67311 -3.00215 -0.27440 0.01
C -2.75292 -2.50889 -0.91288 0.00
C -2.83283 -1.10955 -1.17958 0.02
C -1.94738 -0.21438 -0.65688 -0.01
S -2.45030 1.51447 -0.76063 0.00
O -1.81531 2.16732 -1.87258 0.00
O -3.89417 1.45592 -0.83642 0.00
O -2.01101 2.06698 0.56071 0.02
H 0.08717 -2.47835 0.84855 0.00
H -1.61339 -4.05580 -0.03166 0.00
H -3.56748 -3.15409 -1.21279 0.00
H -3.68580 -0.70095 -1.70586 0.00
C -1.48121 6.79406 4.69703 0.00
C -0.08630 6.17386 4.61466 0.00
N -0.11496 4.72852 4.44078 0.00
C -0.03343 3.88648 5.62530 0.00
C -1.38323 3.36562 6.12484 0.00
C -0.22948 4.20346 3.18901 0.01
S -0.33833 2.49391 3.05924 -0.01
N -0.29299 5.10189 2.21187 0.00
C -0.22547 4.89388 0.89918 0.01
O 0.04922 3.83687 0.29202 0.02
C -0.45089 6.10572 0.05655 0.00
C -0.63748 7.36526 0.62351 0.00
C -0.85178 8.46814 -0.18507 0.00
C -0.88143 8.32258 -1.56612 0.00
C -0.68607 7.07190 -2.13463 0.00
C -0.47391 5.96505 -1.32936 0.00
H -1.41654 7.88252 4.64813 0.00
H -1.98273 6.51756 5.62559 0.00
H -2.08358 6.44066 3.86038 0.00
H 0.47696 6.39919 5.52225 0.00
H 0.44381 6.60098 3.76767 0.00
H 0.44395 4.47478 6.41068 0.00
H 0.60415 3.03277 5.38902 0.00
H -2.11116 4.17358 6.20707 0.00
H -1.26109 2.91215 7.11038 0.00
H -1.76476 2.61373 5.43806 0.00
H -0.62108 7.45417 1.69935 0.00
H -0.99769 9.44574 0.25805 0.00
H -1.06576 9.18765 -2.19149 0.00
H -0.70068 6.96969 -3.21245 0.00
H -0.34141 4.97444 -1.74621 0.00
C -3.58467 -4.81602 -5.37477 0.00
C -2.45199 -4.22273 -4.57796 0.00
C -1.71549 -4.98306 -3.68410 0.00
C -0.72837 -4.42198 -2.87645 0.00
C -0.03060 -5.36244 -1.92582 0.00
C -0.43577 -3.05089 -2.97555 0.00
As 0.75708 -1.94618 -1.74920 0.01
N -0.30346 0.05653 1.10146 -0.03
C 0.05294 -0.51656 2.35280 0.00
C 1.35380 -0.51071 2.85184 0.00
C 1.58989 -0.88565 4.16562 0.00
C 0.54261 -1.26152 4.99481 0.00
C -0.74898 -1.30388 4.49152 0.00
C -0.99135 -0.95075 3.17496 0.00
C 2.23930 -3.27737 -1.67725 0.00
C 2.86397 -3.51226 -2.91364 0.00
C 2.40530 -2.84691 -4.19073 0.00
C 3.94587 -4.38364 -2.99394 0.00
C 4.46047 -5.01331 -1.87210 0.00
C 5.65130 -5.93021 -1.95965 0.00
C 3.87096 -4.73182 -0.64842 0.00
C 2.78121 -3.87823 -0.53300 0.00
C 2.21000 -3.63179 0.83688 0.00
C -1.12834 -2.29131 -3.93851 0.00
C -0.80375 -0.84363 -4.23130 0.00
C -2.12631 -2.88185 -4.70803 0.00
H -3.75394 -5.85725 -5.10131 0.00
H -3.37352 -4.76762 -6.44459 0.00
H -4.50447 -4.25976 -5.18610 0.00
H -1.92611 -6.04417 -3.58811 0.00
H -0.65579 -6.23349 -1.72052 0.00
H 0.20757 -4.87889 -0.98366 0.00
H 0.90509 -5.71890 -2.36238 0.00
H 2.15451 -0.17569 2.21229 0.00
H 2.60362 -0.85674 4.54582 0.00
H 0.73369 -1.50543 6.03287 0.00
H -1.57258 -1.59331 5.13266 0.00
H -1.99781 -0.93718 2.77299 0.00
H 2.17506 -1.79350 -4.01203 0.00
H 1.50046 -3.32165 -4.57242 0.00
H 3.17947 -2.91692 -4.95414 0.00
H 4.39882 -4.56846 -3.96312 0.00
H 5.70155 -6.42639 -2.92901 0.00
H 5.61379 -6.68900 -1.17794 0.00
H 6.57380 -5.35938 -1.82804 0.00
H 4.26690 -5.20029 0.24735 0.00
H 2.83292 -4.09208 1.60331 0.00
H 1.20623 -4.05550 0.92634 0.00
H 2.15791 -2.55711 1.01477 0.00
H -0.09109 -0.79189 -5.05971 0.00
H -0.36798 -0.31328 -3.38763 0.00
H -1.69559 -0.29058 -4.52855 0.00
H -2.67200 -2.27233 -5.42264 0.00
```

Computed properties:
Net charge: -1
HOMO (alpha / beta), eV: -5.085 / -5.106
Molecular weight, g/mol: 928.0
2S+1: 4
E, a.u.: -6794.01520
<S²>: 3.7810

***

3.
DFT (ωB97M-V with the def2-TZVPD basis set) results for C60H52N5OP2SV as an isolated structure.

```
122
Properties=species:S:1:pos:R:3:lowdin_spin:R:1
V 0.13177 -0.08076 0.68510 2.09
N -1.26768 -3.00542 4.37148 0.01
C -0.74751 -2.12702 3.46212 0.03
S 0.90338 -2.60306 2.90738 -0.03
N -1.43061 -1.09279 3.01388 0.04
N -0.81922 -0.03574 2.46401 0.27
C -0.79926 1.09056 3.16183 0.10
C -0.92938 1.18189 4.60782 0.01
C -2.08683 0.72201 5.31760 0.01
C -2.28509 0.92392 6.64031 0.00
C -1.24269 1.53325 7.35121 0.01
C -0.06446 1.95936 6.73937 0.00
C 0.06171 1.82298 5.38651 0.01
C -0.35073 2.23594 2.37863 0.12
C -0.37253 3.56205 2.90521 0.02
C 0.07958 4.64283 2.15213 0.09
C 0.52863 4.33607 0.80930 0.09
C 0.35682 3.03879 0.35850 0.04
N 0.04176 1.96345 1.09604 0.14
H -0.77809 -3.87323 4.56787 0.00
H -2.06430 -2.86682 4.91609 0.00
H -2.85501 0.31968 4.74164 0.00
H -3.17704 0.51410 7.23739 0.00
H -1.28880 1.58820 8.44246 0.00
H 0.68529 2.35927 7.39272 0.00
H 1.00007 2.12905 4.92842 0.00
H -0.84597 3.71230 3.86312 0.00
H 0.15129 5.61796 2.63219 0.00
H 0.87526 5.06035 0.14316 0.01
H 0.53215 2.82971 -0.71430 0.00
C -0.52614 1.18807 -2.74875 0.01
N -1.91277 0.87312 -2.87086 0.00
C -2.53008 -0.30850 -2.22445 0.01
P -2.30218 -0.54838 -0.26179 0.05
C -3.30765 0.77019 0.47043 0.01
C -4.21742 0.34380 1.49993 0.00
C -5.19580 1.24218 1.93674 0.00
C -5.16453 2.61385 1.61381 0.00
C -4.13206 3.05817 0.77966 0.00
C -3.25592 2.14697 0.19584 0.00
C -3.35658 -2.02092 -0.25349 0.00
C -2.74626 -3.20284 0.17912 0.00
C -3.42994 -4.41424 0.16746 0.00
C -4.78341 -4.43968 -0.09176 0.00
C -5.38272 -3.24682 -0.49420 0.00
C -4.70897 -2.02840 -0.65437 0.00
C -2.70057 1.76854 -3.65138 0.00
C -3.99574 2.11392 -3.21724 0.00
C -4.71682 3.08576 -3.84890 0.00
C -4.12098 3.77808 -4.94921 0.00
C -2.88747 3.34239 -5.38851 0.00
C -2.21210 2.30446 -4.82449 0.00
P 0.56598 -0.03620 -1.77870 0.06
C 2.23018 0.46877 -2.51890 0.01
C 2.79024 -0.16629 -3.67717 0.00
C 4.01264 0.40903 -4.11889 0.00
C 4.61396 1.50800 -3.51013 0.00
C 4.05807 2.01769 -2.30838 0.00
C 2.89409 1.44341 -1.76920 0.00
C 0.49538 -1.69363 -2.59015 0.01
C 1.36307 -2.71914 -2.15223 0.00
C 1.47656 -3.88034 -2.96054 0.00
C 0.82589 -3.98435 -4.18117 0.00
C 0.00387 -2.93542 -4.55457 0.00
C -0.17980 -1.79526 -3.78677 0.00
H -0.31963 2.15893 -2.19416 0.00
H -0.02456 1.32716 -3.69228 0.00
H -2.17131 -1.25487 -2.61861 0.00
H -3.61496 -0.22306 -2.37520 0.00
H -4.10204 -0.59863 1.99538 0.00
H -5.90430 0.88543 2.65632 0.00
H -5.92023 3.33018 1.97465 0.00
H -3.81965 4.08235 0.68876 0.00
H -2.59125 2.51485 -0.59343 0.00
H -1.71391 -3.21384 0.54009 0.00
H -2.85151 -5.31194 0.46469 0.00
H -5.38883 -5.38403 0.07143 0.00
H -6.43629 -3.20129 -0.77001 0.00
H -5.25379 -1.18283 -1.13045 0.00
H -4.29643 1.71905 -2.31219 0.00
H -5.70779 3.34326 -3.47300 0.00
H -4.59480 4.59622 -5.42199 0.00
H -2.42492 3.93704 -6.22668 0.00
H -1.32337 1.93035 -5.28916 0.00
H 2.24035 -0.87035 -4.25171 0.00
H 4.54805 -0.10287 -4.91183 0.00
H 5.48893 1.99610 -3.94425 0.00
H 4.50054 2.91347 -1.81152 0.00
H 2.44947 1.76889 -0.83924 0.00
H 1.72537 -2.75991 -1.10696 0.00
H 2.28669 -4.58554 -2.72825 0.00
H 0.91928 -4.92398 -4.74079 0.00
H -0.49421 -3.00616 -5.52887 0.00
H -0.86544 -1.04218 -4.19038 0.00
O -1.00920 -5.34964 -1.76276 0.00
H -0.28532 -4.96247 -2.30865 0.00
H -0.77146 -6.31237 -1.69273 0.00
C 1.19362 -1.41044 1.74247 -0.03
C 2.20206 -0.86756 1.03571 -0.08
C 3.58018 -0.71788 0.82129 -0.04
C 4.38752 -1.74521 0.10748 0.00
C 4.33198 -3.07188 0.60558 -0.01
C 4.95219 -4.13970 -0.09491 0.00
C 5.67887 -3.78777 -1.24756 -0.01
C 5.88627 -2.48209 -1.62858 0.00
C 5.24786 -1.48941 -0.95651 -0.01
C 4.22038 0.41722 1.46695 -0.02
C 5.50339 0.94891 1.12494 -0.01
C 6.07179 1.93001 1.93230 0.00
C 5.41442 2.55794 3.01100 -0.02
C 4.14799 2.10772 3.30224 0.00
C 3.54665 1.09718 2.54531 -0.02
H 3.74236 -3.20840 1.45562 0.00
H 4.78919 -5.23817 0.17417 0.00
H 6.01070 -4.64553 -1.85753 0.00
H 6.63616 -2.21151 -2.34539 0.00
H 5.39812 -0.44010 -1.23027 0.00
H 6.08949 0.74214 0.22748 0.00
H 7.07384 2.26272 1.61376 0.00
H 5.98093 3.35628 3.48025 0.00
H 3.52158 2.66329 3.99898 0.00
H 2.61245 0.64006 2.82302 0.00
```

Computed properties:
Net charge: -1
HOMO (alpha / beta), eV: -2.086 / -1.742
Molecular weight, g/mol: 1004.1
2S+1: 4
E, a.u.: -4691.32715
Energy above the lowest of the compared OMol25 structures with the same formula, charge and spin, kcal per mole: 65.49
<S²>: 3.9968